Version one
Computed, not measured: a cluster of 2 separate species, C6H16N2 in total, with wB97M-V/def2-TZVPD.

Output
E_LUMO (alpha / beta): -3.4 / -8.8 eV
charge: +1
2S+1: 2

The geometry in XYZ format:
```
24
C6H16N2 wB97M-V/def2-TZVPD
N -2.659 1.291 -1.981
C -1.462 1.958 -1.406
C -0.429 1.869 0.840
C -1.544 1.792 0.072
H -2.533 0.855 -2.926
H -3.522 1.870 -1.986
H -1.502 3.042 -1.651
H -0.608 1.552 -1.813
H -0.340 2.172 1.886
H 0.536 1.695 0.367
H -2.572 1.798 0.515
C 1.097 -1.178 -0.145
C 1.660 -1.721 1.145
C 0.712 -2.667 1.926
N 1.913 -0.083 -0.698
H 0.150 -0.633 0.131
H 0.805 -2.008 -0.865
H 1.859 -0.774 1.669
H 2.626 -2.282 0.845
H 0.341 -3.575 1.407
H -0.151 -2.066 2.184
H 1.205 -2.891 2.877
H 1.521 0.297 -1.571
H 2.897 -0.312 -0.823
```


Version two
Computed, not measured: a structure of composition C6H16N2, with wB97M-V/def2-TZVPD.

Output
E_LUMO (alpha / beta): -4.7 / -8.6 eV
charge: +1
2S+1: 2

The geometry in XYZ format:
```
24
C6H16N2 wB97M-V/def2-TZVPD
C -0.243 -1.044 0.426
N -2.829 -0.146 -1.285
C -1.214 -0.267 1.352
C -3.094 0.637 -0.230
C 0.174 -0.332 -0.924
C 1.585 0.251 -0.930
C 2.062 0.834 0.527
N 3.506 0.083 0.777
H -0.878 -1.781 -0.007
H 0.692 -1.569 0.758
H -1.927 0.183 0.524
H -0.561 0.361 1.944
H -1.678 -0.927 2.095
H -3.568 -0.793 -1.546
H -3.836 0.416 0.531
H -3.034 1.701 -0.556
H 0.114 -1.188 -1.575
H -0.463 0.515 -1.207
H 2.233 -0.599 -1.078
H 1.907 1.093 -1.561
H 2.479 1.800 0.159
H 1.199 1.150 1.102
H 3.814 0.300 1.761
H 2.307 -0.319 0.929
```


Which one sits at the top of the stability order? version one does.


Version one
Computed, not measured: a structure of composition CHO3PS2, with wB97M-V/def2-TZVPD.

Output
E_LUMO: 5.7 eV
charge: -2
2S+1: 1

The geometry in XYZ format:
```
8
CHO3PS2 wB97M-V/def2-TZVPD
C 0.292 -0.993 0.333
O 0.007 0.922 -1.466
O 0.491 1.655 0.948
O -1.821 0.695 0.298
P -0.324 0.674 0.176
S -0.312 -2.068 2.288
S 0.679 -1.910 -0.980
H 0.988 1.025 -1.597
```


Version two
Computed, not measured: a cluster of 2 separate species, CHO3PS2 in total, with wB97M-V/def2-TZVPD.

Output
E_LUMO (alpha / beta): 5.8 / 5.8 eV
charge: -2
2S+1: 1

The geometry in XYZ format:
```
8
CHO3PS2 wB97M-V/def2-TZVPD
C 1.581 -1.497 -0.428
O 0.305 1.526 -1.398
O 0.423 -1.823 -0.435
O 1.096 0.535 1.641
P 1.863 0.247 0.425
S 3.071 -2.371 -0.467
S 3.586 1.106 0.494
H 0.776 1.687 -2.202
```


Which one sits at the top of the stability order? version one does.


Version one
Computed, not measured: a cluster of 6 separate species, C24H24N6O6 in total, with wB97M-V/def2-TZVPD.

Output
E_LUMO: -0.9 eV
2S+1: 1
SMILES: O=[N+]([O-])c1ccccc1.O=[N+]([O-])c1ccccc1.O=[N+]([O-])c1ccccc1.CC#N.CC#N.CC#N

The geometry in XYZ format:
```
60
C24H24N6O6 wB97M-V/def2-TZVPD
C 33.762 2.648 12.045
C 33.423 3.881 12.775
N 33.180 4.878 13.289
H 33.884 1.766 12.660
H 34.691 2.896 11.529
H 33.057 2.467 11.240
C 35.932 -4.231 4.240
C 34.510 -4.463 4.416
N 33.389 -4.634 4.581
H 36.138 -3.507 3.450
H 36.523 -5.103 3.970
H 36.280 -3.816 5.184
C 28.704 -5.801 7.943
C 27.801 -5.356 6.888
N 27.084 -4.994 6.075
H 28.407 -5.220 8.818
H 29.733 -5.606 7.662
H 28.491 -6.859 8.086
C 37.333 1.157 6.465
C 37.249 2.080 7.508
C 36.934 1.672 8.795
C 36.771 0.319 9.047
C 36.847 -0.625 8.028
C 37.074 -0.180 6.743
N 36.313 -0.032 10.385
O 35.932 -1.166 10.603
O 36.165 0.872 11.182
H 37.511 1.525 5.464
H 37.590 3.083 7.288
H 36.922 2.431 9.563
H 36.592 -1.645 8.284
H 37.152 -0.933 5.973
C 32.739 4.228 7.335
C 31.649 4.660 6.578
C 31.419 4.155 5.313
C 32.310 3.211 4.817
C 33.418 2.783 5.515
C 33.638 3.342 6.775
N 32.138 2.681 3.446
O 31.121 2.996 2.866
O 33.000 1.969 2.978
H 32.968 4.646 8.306
H 30.996 5.455 6.913
H 30.665 4.560 4.655
H 34.128 2.135 5.021
H 34.517 2.967 7.287
C 31.796 -2.581 6.411
C 32.776 -1.610 6.245
C 33.055 -0.758 7.318
C 32.513 -0.989 8.562
C 31.578 -2.009 8.744
C 31.202 -2.777 7.658
N 32.885 -0.169 9.725
O 32.353 -0.418 10.789
O 33.660 0.773 9.544
H 31.472 -3.267 5.641
H 33.190 -1.465 5.258
H 33.633 0.106 7.013
H 31.178 -2.262 9.715
H 30.544 -3.616 7.817
```


Version two
Computed, not measured: a cluster of 6 separate species, C24H24N6O6 in total, with wB97M-V/def2-TZVPD.

Output
E_LUMO: -1.1 eV
2S+1: 1
SMILES: O=[N+]([O-])c1ccccc1.O=[N+]([O-])c1ccccc1.O=[N+]([O-])c1ccccc1.CC#N.CC#N.CC#N

The geometry in XYZ format:
```
60
C24H24N6O6 wB97M-V/def2-TZVPD
C 5.350 -0.793 1.938
C 6.420 -0.885 2.932
N 7.260 -0.913 3.710
H 5.838 -0.953 0.974
H 4.883 0.188 1.866
H 4.558 -1.522 2.086
C -1.772 1.222 3.536
C -1.935 2.093 4.709
N -2.043 2.748 5.639
H -2.437 0.365 3.512
H -0.732 0.901 3.483
H -1.949 1.840 2.654
C 1.470 -1.022 1.057
C 1.124 0.087 0.145
N 0.841 0.918 -0.598
H 1.038 -0.853 2.036
H 2.522 -1.273 0.968
H 0.959 -1.897 0.645
C 0.476 2.709 -3.453
C 1.274 1.647 -3.834
C 1.777 1.625 -5.125
C 1.434 2.622 -6.044
C 0.635 3.675 -5.682
C 0.183 3.715 -4.373
N 2.018 2.532 -7.379
O 2.611 1.524 -7.673
O 1.864 3.459 -8.127
H 0.259 2.952 -2.421
H 1.714 0.868 -3.228
H 2.380 0.773 -5.404
H 0.320 4.401 -6.418
H -0.402 4.550 -4.010
C -1.311 -0.335 -2.952
C -2.069 0.660 -2.369
C -3.407 0.791 -2.748
C -3.844 0.039 -3.813
C -3.018 -0.867 -4.486
C -1.742 -1.094 -4.055
N -5.178 0.299 -4.359
O -5.392 -0.025 -5.508
O -5.998 0.831 -3.644
H -0.403 -0.627 -2.436
H -1.699 1.166 -1.489
H -3.950 1.594 -2.268
H -3.416 -1.377 -5.355
H -1.040 -1.850 -4.373
C 0.220 -1.466 7.213
C 0.000 -2.811 7.449
C -0.574 -3.633 6.484
C -0.704 -3.107 5.217
C -0.520 -1.757 4.945
C -0.144 -0.906 5.990
N -0.973 -4.044 4.126
O -1.075 -3.607 2.999
O -1.014 -5.222 4.380
H 0.580 -0.854 8.029
H 0.185 -3.229 8.430
H -0.780 -4.670 6.695
H -0.673 -1.355 3.957
H 0.001 0.151 5.821
```


Which one sits at the top of the stability order? version one does.


Version one
Computed, not measured: a cluster of 3 separate species, C3H13NO4 in total, with wB97M-V/def2-TZVPD.

Output
E_LUMO: 0.1 eV
2S+1: 1
SMILES: NC(CO)CO.O.O

The geometry in XYZ format:
```
21
C3H13NO4 wB97M-V/def2-TZVPD
C 0.796 1.423 -0.006
O 0.907 1.227 -1.428
C -0.252 0.491 0.639
C 0.135 -1.058 0.741
O -0.567 -1.553 1.896
N -0.610 1.058 1.954
H 1.788 1.214 0.446
H 0.441 2.488 -0.060
H 0.271 0.571 -1.760
H -1.141 0.433 -0.042
H 1.102 -1.194 1.279
H -0.270 -1.683 -0.115
H -1.450 -1.257 1.726
H -1.598 0.869 2.058
H -0.084 0.939 2.776
H -2.247 -0.052 -1.298
H -2.509 -0.955 -2.563
O -2.163 -0.151 -2.222
H 2.416 -0.458 -1.996
H 2.241 -1.279 -0.645
O 2.794 -1.071 -1.379
```


Version two
Computed, not measured: a cluster of 3 separate species, C3H13NO4 in total, with wB97M-V/def2-TZVPD.

Output
E_LUMO: 0.6 eV
2S+1: 1
SMILES: NC(CO)CO.O.O

The geometry in XYZ format:
```
21
C3H13NO4 wB97M-V/def2-TZVPD
C 0.532 -0.375 -0.455
O 0.952 -1.160 0.623
C -1.036 -0.511 -0.465
C -1.593 -0.100 -1.790
O -0.777 1.053 -2.215
N -1.476 -1.863 -0.092
H 0.780 0.700 -0.410
H 0.748 -0.811 -1.437
H 1.908 -1.240 0.670
H -1.552 -0.009 0.378
H -2.603 0.237 -1.951
H -1.456 -0.835 -2.638
H -0.893 1.157 -3.154
H -1.242 -2.588 -0.765
H -1.058 -2.248 0.744
H 1.150 -0.022 2.770
H -0.277 0.107 2.251
O 0.335 0.483 2.890
H 1.451 2.098 0.889
H 2.574 2.124 1.839
O 2.410 2.171 0.884
```


Which one sits at the top of the stability order? version two does.


Version one
Computed, not measured: a cluster of 2 separate species, C8H12N3O2 in total, with wB97M-V/def2-TZVPD.

Output
E_LUMO: -6.5 eV
charge: +1
2S+1: 1

The geometry in XYZ format:
```
25
C8H12N3O2 wB97M-V/def2-TZVPD
C 5.043 -0.660 0.072
C -2.376 -0.184 0.029
C -1.180 0.265 0.460
C -2.098 -1.553 -0.496
C -2.924 -2.699 0.092
C 0.472 2.737 -0.893
C 3.820 -0.932 0.439
C -1.338 2.604 0.641
N 6.211 -0.539 -0.146
N -0.684 -1.715 -0.270
N -0.194 -0.703 0.243
O -0.777 1.435 1.059
O -0.653 3.182 -0.498
H -3.340 0.281 0.046
H -2.221 -1.583 -1.589
H -2.830 -2.709 1.174
H -2.556 -3.640 -0.304
H -3.969 -2.578 -0.178
H 0.964 1.899 -0.409
H 0.913 3.242 -1.739
H 6.754 0.078 -0.720
H 3.204 -1.629 -0.098
H 3.395 -0.475 1.313
H -2.388 2.529 0.325
H -1.250 3.344 1.448
```


Version two
Computed, not measured: a cluster of 3 separate species, C8H12N3O2 in total, with wB97M-V/def2-TZVPD.

Output
E_LUMO: -3.7 eV
charge: +1
2S+1: 1

The geometry in XYZ format:
```
25
C8H12N3O2 wB97M-V/def2-TZVPD
C -0.242 -2.467 2.024
C -1.284 -2.574 1.114
C 0.702 -1.422 1.824
C -1.484 -1.662 0.074
C 0.623 -0.707 0.676
C -0.473 -0.785 -0.207
C 2.285 -1.307 -2.108
C -0.306 0.000 -1.445
N -0.568 -0.591 -2.619
N 0.709 2.703 0.679
N 0.198 1.208 -1.548
O 2.500 -2.201 -1.447
O 2.171 -0.391 -2.752
H -0.224 -3.185 2.818
H -1.998 -3.496 1.224
H 1.484 -1.275 2.491
H -2.318 -1.712 -0.552
H 1.527 -0.095 0.514
H -1.276 -1.343 -2.657
H -0.446 -0.251 -3.552
H 1.701 2.569 0.550
H 0.747 3.320 1.489
H 0.360 1.875 1.140
H 0.161 1.899 -0.656
H 0.406 1.731 -2.390
```


Which one sits at the top of the stability order? version two does.


Version one
Computed, not measured: an isolated molecule of C2H5N5, with wB97M-V/def2-TZVPD.

Output
E_LUMO: 0.3 eV
2S+1: 1
SMILES: Cc1nnnn1N

The geometry in XYZ format:
```
12
C2H5N5 wB97M-V/def2-TZVPD
C -1.092 -1.207 0.083
C 0.265 -0.638 -0.244
H -1.859 -0.976 -0.712
H -1.501 -0.723 1.051
H -0.772 -2.262 0.107
H -0.630 2.015 0.738
H -0.225 2.341 -0.889
N 1.518 -1.248 -0.161
N 2.404 -0.309 0.033
N 1.898 0.870 0.075
N 0.518 0.641 0.062
N -0.524 1.495 -0.142
```


Version two
Computed, not measured: an isolated molecule of C2H5N5, with wB97M-V/def2-TZVPD.

Output
E_LUMO: 0.9 eV
2S+1: 1
SMILES: [H]/N=c1\[nH]nc(N)[nH]1

The geometry in XYZ format:
```
12
C2H5N5 wB97M-V/def2-TZVPD
C -0.357 0.665 0.548
C 0.565 -0.854 -0.730
H -1.431 1.882 1.714
H -0.443 2.687 0.561
H 1.002 -2.107 1.051
H 1.142 -2.393 -1.813
H -0.676 0.625 -1.523
N -1.054 1.836 0.771
N -0.131 -0.198 1.411
N 0.504 -1.144 0.617
N 0.970 -1.347 -1.866
N -0.090 0.349 -0.742
```


Which one sits at the top of the stability order? version two does.


Version one
Computed, not measured: a cluster of 2 separate species, Br2HOP in total, with wB97M-V/def2-TZVPD.

Output
E_LUMO (alpha / beta): -1.7 / -1.7 eV
2S+1: 1

The geometry in XYZ format:
```
5
Br2HOP wB97M-V/def2-TZVPD
O -1.542 0.368 0.366
P 0.826 0.020 0.810
Br 1.492 1.729 -0.574
Br 1.117 -1.629 -0.516
H -1.893 -0.488 -0.086
```


Version two
Computed, not measured: a cluster of 2 separate species, Br2HOP in total, with wB97M-V/def2-TZVPD.

Output
E_LUMO: -1.2 eV
2S+1: 1
SMILES: O=PBr.Br

The geometry in XYZ format:
```
5
Br2HOP wB97M-V/def2-TZVPD
O 3.512 0.496 -2.514
P 2.686 0.103 -1.405
Br -0.548 1.048 0.447
Br 3.856 0.345 0.493
H -1.898 1.528 1.027
```


Version three
Computed, not measured: an isolated molecule of Br2HOP, with wB97M-V/def2-TZVPD.

Output
E_LUMO: 0.2 eV
2S+1: 1
SMILES: OP(Br)Br

The geometry in XYZ format:
```
5
Br2HOP wB97M-V/def2-TZVPD
O -0.618 -0.192 -0.469
P -0.340 -1.577 -1.262
Br 0.818 -0.809 -3.025
Br -2.350 -1.771 -2.136
H 0.069 0.096 0.136
```


Which one sits at the top of the stability order? version three does.